<w>
The following is a quantum chemistry calculation of a cluster of 2 separate species, C2H3OPS2 in total, from the Open Molecules 2025 dataset.

Structure (ORCA input):
```
! wB97M-V def2-TZVPD RIJCOSX def2/J DEFGRID3
* xyz 0 1
C -1.47556 0.63220 0.30929
C -1.67905 1.19353 -0.70063
O 0.52696 -1.86209 -0.15240
P 1.33984 -0.93056 0.61944
S 2.08787 -1.13387 2.38952
S 1.71774 0.60411 -0.63250
H -1.34470 -0.07215 1.17808
H -1.80129 1.31133 -1.70766
H 0.62819 0.25749 -1.30314
*
```

Calculated values
HOMO-LUMO gap in eV: 9.520
HOMO level in eV: -10.144
LUMO energy in eV: -0.62

---

<x>
The following is a quantum chemistry calculation of a cluster of 2 separate species, C2H3OPS2 in total, from the Open Molecules 2025 dataset.

Structure (ORCA input):
```
! wB97M-V def2-TZVPD RIJCOSX def2/J DEFGRID3
* xyz 0 1
C -1.73864 0.88486 1.37235
C -2.07834 1.18765 -0.36205
O 1.04758 -0.17416 0.62532
P 2.19663 -0.34671 -0.23729
S -2.14750 2.16496 -1.50382
S 2.21163 -2.29542 -1.22646
H -2.35551 0.09964 1.84396
H -0.69886 0.60829 1.14203
H 3.56301 -2.12911 -1.65405
*
```

Calculated values
HOMO-LUMO gap (spin up / spin down) in eV: 6.891 / 7.025
HOMO level (spin up / spin down) in eV: -7.835 / -7.969
LUMO energy (spin up / spin down) in eV: -0.94 / -0.94

---

<y>
The following is a quantum chemistry calculation of the molecule C2H3OPS2, from the Open Molecules 2025 dataset.

Structure (ORCA input):
```
! wB97M-V def2-TZVPD RIJCOSX def2/J DEFGRID3
* xyz 0 1
C -1.56235 -1.27838 1.07743
C -0.67413 -0.62050 0.45537
O 0.32057 0.43854 -1.72938
P 0.74036 0.10905 -0.31695
S 2.37329 -0.91609 -0.00036
S 0.71003 2.00805 0.65434
H -2.32788 -1.83146 1.67197
H 0.99081 -0.03041 -2.25551
H -0.57070 2.12121 0.44308
*
```

Calculated values
HOMO-LUMO gap in eV: 9.861
HOMO level in eV: -9.339
LUMO energy in eV: 0.52

---

Most stable structure: <y>

---

<w>
The following is a quantum chemistry calculation of the ion C7H9N2O with charge +1, from the Open Molecules 2025 dataset.

Structure (ORCA input):
```
! wB97M-V def2-TZVPD RIJCOSX def2/J DEFGRID3
* xyz 1 1
C -2.13393 1.19629 -0.46629
C -3.15048 0.25306 -0.43598
C -0.89615 0.48648 -0.29801
C -1.33513 -0.78689 -0.04797
C 0.54080 0.95356 -0.04157
C 1.49750 -0.23750 -0.10897
C 2.79675 -0.02819 0.65213
N -2.61009 -0.97523 -0.06796
N 0.98522 -1.44527 0.36646
O 1.49297 -2.47890 0.64011
H -2.28223 2.16909 -0.96046
H -4.21922 0.18725 -0.52233
H 0.87132 1.59056 -0.78981
H 0.63171 1.48140 1.03047
H 1.69369 -0.49218 -1.21265
H 2.57841 0.32347 1.65964
H 3.29608 0.65694 0.00252
H 3.21988 -0.97862 0.68951
H -2.97708 -1.87532 -0.08883
*
```

Calculated values
HOMO-LUMO gap (spin up / spin down) in eV: 6.549 / 6.328
HOMO level (spin up / spin down) in eV: -12.900 / -13.089
LUMO energy (spin up / spin down) in eV: -6.35 / -6.76

---

<x>
The following is a quantum chemistry calculation of the ion C7H9N2O with charge +1, from the Open Molecules 2025 dataset.

Structure (ORCA input):
```
! wB97M-V def2-TZVPD RIJCOSX def2/J DEFGRID3
* xyz 1 1
C -0.66685 -1.90129 0.07996
C -2.89806 0.71147 -0.15818
C -1.46290 -0.90011 -0.25604
C -0.69568 0.60066 -0.20427
C 0.80482 -1.71940 0.34796
C 1.45353 -0.50825 -0.41258
C 1.28924 1.94226 0.10624
N -2.80438 -0.57798 -0.18838
N 0.57666 0.73118 -0.17823
O -1.70327 1.41688 -0.11817
H -0.96187 -2.91496 0.44889
H -3.76365 1.22164 -0.01832
H 0.94022 -1.37140 1.40347
H 1.39113 -2.61738 -0.00092
H 2.45494 -0.33984 0.08510
H 1.65393 -0.59569 -1.60568
H 0.92201 2.36094 1.09816
H 1.11153 2.63647 -0.68163
H 2.35867 1.82482 0.25263
*
```

Calculated values
HOMO-LUMO gap in eV: 9.190
HOMO level in eV: -13.804
LUMO energy in eV: -4.61

---

Most stable structure: <x>

---

<w>
The following is a quantum chemistry calculation of the molecule CHClFNO2, from the Open Molecules 2025 dataset.

Structure (ORCA input):
```
! wB97M-V def2-TZVPD RIJCOSX def2/J DEFGRID3
* xyz 0 1
C 0.03412 0.62386 -0.31011
N 0.47079 -0.77762 0.26127
O 0.74991 -0.82698 1.45632
O 0.27324 -1.70316 -0.49294
F -0.15202 0.44948 -1.65290
Cl -1.80142 0.73742 0.49581
H 0.42538 1.49701 0.24255
*
```

Calculated values
HOMO-LUMO gap in eV: 10.539
HOMO level in eV: -11.778
LUMO energy in eV: -1.24

---

<x>
The following is a quantum chemistry calculation of a cluster of 2 separate species, CHClFNO2 in total, from the Open Molecules 2025 dataset.

Structure (ORCA input):
```
! wB97M-V def2-TZVPD RIJCOSX def2/J DEFGRID3
* xyz 0 1
C -1.00587 -0.52404 0.01869
N 1.23672 0.64469 0.02669
O 1.03124 1.79513 0.31676
O 2.19171 -0.06166 -0.05956
F -1.78722 0.51307 -0.30297
Cl -1.12735 -1.79382 -1.02465
H -0.53923 -0.57337 1.02505
*
```

Calculated values
HOMO-LUMO gap (spin up / spin down) in eV: 7.235 / 9.844
HOMO level (spin up / spin down) in eV: -8.534 / -9.950
LUMO energy (spin up / spin down) in eV: -1.30 / -0.11

---

Most stable structure: <w>

---

<w>
The following is a quantum chemistry calculation of a structure of composition C3HMgO2, from the Open Molecules 2025 dataset.

Structure (ORCA input):
```
! wB97M-V def2-TZVPD RIJCOSX def2/J DEFGRID3
* xyz 1 1
C 1.24369 -0.04139 -0.13318
O 0.84572 -1.17392 -0.03620
O 0.24614 0.98313 -0.06846
C -1.01008 0.63041 0.10490
C -1.90608 -0.19451 0.17926
H -2.66229 -0.94157 0.02259
Mg 3.24290 0.73786 -0.06890
*
```

Calculated values
HOMO-LUMO gap in eV: 5.288
HOMO level in eV: -13.006
LUMO energy in eV: -7.72

---

<x>
The following is a quantum chemistry calculation of a structure of composition C3HMgO2, from the Open Molecules 2025 dataset.

Structure (ORCA input):
```
! wB97M-V def2-TZVPD RIJCOSX def2/J DEFGRID3
* xyz 1 1
C -1.67921 1.09189 -0.25892
H -2.29033 1.97524 -0.31962
C -0.92054 0.16325 -0.09852
O -0.26530 -1.54737 -0.24132
C 0.38572 -0.73464 0.50148
Mg 3.28262 -0.70609 0.34192
O 1.48704 -0.24227 0.07499
*
```

Calculated values
HOMO-LUMO gap (spin up / spin down) in eV: 4.055 / 4.059
HOMO level (spin up / spin down) in eV: -12.142 / -12.155
LUMO energy (spin up / spin down) in eV: -8.09 / -8.10

---

Most stable structure: <w>